1.
ORCA calculation (ωB97M-V/def2-TZVPD) on C4H3I as an isolated structure.

The geometry in XYZ format:
```
8
C4H3I (ωB97M-V/def2-TZVPD)
C 0.28 -0.85 -0.75
C -0.88 -0.42 -0.22
C 1.00 0.43 -0.30
C -0.21 0.42 0.66
I -2.78 -1.34 -0.10
H 1.96 0.37 0.17
H 0.93 1.03 -1.30
H -0.29 0.36 1.84
```

Output
Spin multiplicity ... 1
Total energy ... -12291.9505 eV
Orbital gap ... 0.3189 Ha
ΔE to the lowest compared entry with this formula, charge and spin ... 245.87 kJ/mol
E_HOMO ... -0.329 hartree

=====

2.
ORCA calculation (ωB97M-V/def2-TZVPD) on a 2-piece molecular cluster, C4H3I overall.

The geometry in XYZ format:
```
8
C4H3I (ωB97M-V/def2-TZVPD)
C 1.39 -0.55 0.51
C 1.45 0.80 0.49
C 1.02 -1.71 0.64
C 1.62 2.01 0.43
I -3.99 0.05 0.08
H -3.25 0.20 -1.28
H 0.71 -2.69 0.43
H 1.40 3.01 0.19
```

Output
Spin multiplicity ... 3
Total energy ... -12288.9011 eV
Orbital gap (spin up / spin down) ... 0.2351 / 0.2482 Ha
ΔE to the lowest compared entry with this formula, charge and spin ... 298.12 kJ/mol
E_HOMO (spin up / spin down) ... -0.213 / -0.359 hartree

=====

3.
ORCA calculation (ωB97M-V/def2-TZVPD) on one molecule with the formula C4H3I2N.

The geometry in XYZ format:
```
10
C4H3I2N (ωB97M-V/def2-TZVPD)
I 3.72 -1.97 -0.03
C 2.05 -0.78 0.08
C 0.74 -1.12 -0.06
C -0.06 0.03 0.04
N 0.77 1.12 0.01
C 2.04 0.74 -0.02
I 3.64 1.98 0.03
H 0.31 -2.15 -0.12
H -1.07 0.03 -0.10
H 0.29 1.99 -0.14
```

Output
Spin multiplicity ... 1
Structure (SMILES) ... Ic1cc[nH]c1I
Total energy ... -21886.7164 eV
Orbital gap ... 0.3034 Ha
ΔE to the lowest compared entry with this formula, charge and spin ... 0.00 kJ/mol
E_HOMO ... -0.288 hartree

=====

4.
ORCA calculation (ωB97M-V/def2-TZVPD) on C4H3I2NO as an isolated structure.

The geometry in XYZ format:
```
11
C4H3I2NO (ωB97M-V/def2-TZVPD)
C -0.97 -1.77 -0.98
C 0.85 -0.20 -1.04
C -0.68 0.76 0.72
C 0.74 0.47 0.21
N -1.66 -2.68 -0.98
O 1.54 -0.31 -1.97
I 1.88 2.32 0.53
I 1.54 -1.26 1.19
H -0.58 0.98 1.69
H -1.45 0.03 0.32
H -1.20 1.65 0.32
```

Output
Spin multiplicity ... 1
Total energy ... -23931.1304 eV
Orbital gap ... 0.2933 Ha
ΔE to the lowest compared entry with this formula, charge and spin ... 0.00 kJ/mol
E_HOMO ... -0.372 hartree

=====

5.
ORCA calculation (ωB97M-V/def2-TZVPD) on C4H3I4NO as an isolated structure.

The geometry in XYZ format:
```
13
C4H3I4NO (ωB97M-V/def2-TZVPD)
C -0.38 -0.18 1.42
C 0.36 0.62 2.49
C -0.11 -0.25 3.67
C 0.06 0.13 0.04
N -1.37 -0.86 1.87
O -1.31 -0.75 3.28
I 2.41 1.04 2.31
I -0.73 2.51 2.57
I -0.27 0.65 5.60
I 1.37 -1.99 3.86
H 1.00 -0.39 -0.15
H 0.01 1.11 -0.20
H -0.56 -0.46 -0.77
```

Output
Spin multiplicity ... 1
Total energy ... -40133.9664 eV
Orbital gap ... 0.2964 Ha
ΔE to the lowest compared entry with this formula, charge and spin ... 0.00 kJ/mol
E_HOMO ... -0.331 hartree

=====

6.
ORCA calculation (ωB97M-V/def2-TZVPD) on C4H3LiO6Yb as an isolated structure.

The geometry in XYZ format:
```
15
C4H3LiO6Yb (ωB97M-V/def2-TZVPD)
O -3.51 -1.38 -0.97
C -2.51 -0.62 -0.98
O -2.57 0.62 -0.87
O -1.31 -1.25 -1.10
C -0.15 -0.51 -1.13
O 1.65 0.45 -0.03
C 2.27 0.82 1.16
C 0.50 -0.27 0.01
O 2.45 -0.02 2.04
O 2.57 2.04 1.15
Li -4.53 0.30 -0.80
Yb 3.93 3.84 2.57
H 0.16 -0.13 -2.10
H 0.13 -0.57 0.99
H 0.94 -3.35 0.07
```

Output
Spin multiplicity ... 3
Total energy ... -48212.5564 eV
Orbital gap (spin up / spin down) ... 0.2364 / 0.2397 Ha
ΔE to the lowest compared entry with this formula, charge and spin ... 8.95 kJ/mol
E_HOMO (spin up / spin down) ... -0.254 / -0.285 hartree

=====

7.
ORCA calculation (ωB97M-V/def2-TZVPD) on C4H3MgO2Tl as an isolated structure.

The geometry in XYZ format:
```
11
C4H3MgO2Tl (ωB97M-V/def2-TZVPD)
Mg -1.56 1.59 2.68
O -0.39 1.19 1.18
C -0.55 0.32 0.15
H -0.23 -1.58 1.26
H -1.26 0.66 -0.61
C 0.45 -1.52 -0.82
C -0.33 -1.07 0.30
C 0.83 -0.36 -1.45
O 1.67 0.40 -1.83
Tl 1.05 2.80 0.52
H 0.32 -2.45 -1.38
```

Output
Total charge ... +1
Spin multiplicity ... 2
Total energy ... -18420.2533 eV
Orbital gap (spin up / spin down) ... 0.2546 / 0.2348 Ha
ΔE to the lowest compared entry with this formula, charge and spin ... 0.00 kJ/mol
E_HOMO (spin up / spin down) ... -0.414 / -0.429 hartree

=====

8.
ORCA calculation (ωB97M-V/def2-TZVPD) on C4H3MgORb as an isolated structure.

The geometry in XYZ format:
```
10
C4H3MgORb (ωB97M-V/def2-TZVPD)
O -1.80 0.33 -1.00
C -2.95 0.76 -1.55
Rb 0.37 2.40 -0.53
Mg -1.63 -1.36 -0.06
H -3.82 0.78 -0.88
H -2.88 1.31 -2.49
C 3.16 -1.95 1.85
C 3.33 -1.10 0.91
C 3.20 0.22 0.84
H 3.01 -1.39 2.91
```

Output
Total charge ... +1
Spin multiplicity ... 2
Total energy ... -12328.8808 eV
Orbital gap (spin up / spin down) ... 0.1749 / 0.2114 Ha
ΔE to the lowest compared entry with this formula, charge and spin ... 187.25 kJ/mol
E_HOMO (spin up / spin down) ... -0.359 / -0.386 hartree

=====

9.
ORCA calculation (ωB97M-V/def2-TZVPD) on C4H3N as an isolated structure.

The geometry in XYZ format:
```
8
C4H3N (ωB97M-V/def2-TZVPD)
C -0.52 -1.23 1.09
C -0.36 -0.24 0.29
C -0.05 0.86 -0.35
C 0.89 0.82 -1.42
N 1.64 0.83 -2.31
H -1.21 -2.12 0.99
H 0.31 -0.65 1.99
H -0.71 1.72 -0.28
```

Output
Spin multiplicity ... 1
Total energy ... -5682.9888 eV
Orbital gap ... 0.3753 Ha
ΔE to the lowest compared entry with this formula, charge and spin ... 146.55 kJ/mol
E_HOMO ... -0.366 hartree

=====

10.
ORCA calculation (ωB97M-V/def2-TZVPD) on one molecule with the formula C4H3N.

The geometry in XYZ format:
```
8
C4H3N (ωB97M-V/def2-TZVPD)
C -1.02 0.07 -0.01
C 0.46 0.40 -0.07
C 0.96 1.60 -0.28
C 1.47 -0.60 0.11
N 2.29 -1.41 0.25
H -1.62 0.96 -0.18
H -1.27 -0.35 0.97
H -1.26 -0.67 -0.78
```

Output
Spin multiplicity ... 1
Total energy ... -5682.2435 eV
Orbital gap ... 0.3442 Ha
ΔE to the lowest compared entry with this formula, charge and spin ... 218.47 kJ/mol
E_HOMO ... -0.396 hartree

=====

11.
ORCA calculation (ωB97M-V/def2-TZVPD) on an isolated ion of composition C4H3N2OS and charge -1.

The geometry in XYZ format:
```
11
C4H3N2OS (ωB97M-V/def2-TZVPD)
C -1.96 1.90 -0.05
C -0.20 0.37 -0.14
C -2.94 -0.24 0.14
C 0.68 -0.69 0.10
N -0.73 1.49 -0.07
N 1.95 -0.66 -0.24
O -3.05 1.10 0.01
S -4.38 -1.03 -0.06
H -2.04 2.98 -0.25
H -0.02 -1.59 0.39
H 2.28 -1.59 -0.19
```

Output
Total charge ... -1
Spin multiplicity ... 3
Total energy ... -20053.4253 eV
Orbital gap (spin up / spin down) ... 0.1718 / 0.1791 Ha
ΔE to the lowest compared entry with this formula, charge and spin ... 301.04 kJ/mol
E_HOMO (spin up / spin down) ... -0.045 / -0.094 hartree

=====

12.
ORCA calculation (ωB97M-V/def2-TZVPD) on one molecule with the formula C4H3N3.

The geometry in XYZ format:
```
10
C4H3N3 (ωB97M-V/def2-TZVPD)
C -2.17 0.28 0.02
C 0.36 1.13 -0.01
C 1.51 0.25 0.01
C -0.87 0.67 -0.10
N -3.22 -0.11 -0.27
N 1.19 -1.01 -0.04
N 0.07 -1.54 -0.15
H 0.58 2.11 0.17
H 2.49 0.76 0.09
H 0.05 -2.54 0.29
```

Output
Spin multiplicity ... 1
Total energy ... -8661.0020 eV
Orbital gap (spin up / spin down) ... 0.2643 / 0.2827 Ha
ΔE to the lowest compared entry with this formula, charge and spin ... 521.87 kJ/mol
E_HOMO (spin up / spin down) ... -0.318 / -0.320 hartree

=====

13.
ORCA calculation (ωB97M-V/def2-TZVPD) on C4H3N3 as an isolated structure.

The geometry in XYZ format:
```
10
C4H3N3 (ωB97M-V/def2-TZVPD)
N 3.30 -0.27 0.39
C 2.16 -0.21 0.19
C 0.74 -0.15 -0.05
N -0.07 -1.22 0.08
C -1.29 -0.68 0.16
C -1.24 0.71 0.07
N 0.05 1.11 -0.02
H -2.17 -1.31 0.25
H -2.04 1.43 0.02
H 0.56 0.59 -1.08
```

Output
Spin multiplicity ... 1
Total energy ... -8664.0299 eV
Orbital gap ... 0.3924 Ha
ΔE to the lowest compared entry with this formula, charge and spin ... 229.73 kJ/mol
E_HOMO ... -0.388 hartree

=====

14.
ORCA calculation (ωB97M-V/def2-TZVPD) on a 2-piece molecular cluster, C4H3N3 overall.

The geometry in XYZ format:
```
10
C4H3N3 (ωB97M-V/def2-TZVPD)
N 2.26 0.50 0.17
C 3.16 -0.28 0.23
C 0.53 -0.83 0.00
N 0.22 -1.95 0.00
C -2.08 -0.30 0.02
C -1.79 0.86 0.15
N 0.88 0.49 0.04
H -2.29 -1.34 -0.07
H -1.50 1.88 0.30
H 0.62 0.97 -0.83
```

Output
Spin multiplicity ... 1
Total energy ... -8660.4002 eV
Orbital gap ... 0.3906 Ha
ΔE to the lowest compared entry with this formula, charge and spin ... 579.94 kJ/mol
E_HOMO ... -0.396 hartree

=====

15.
ORCA calculation (ωB97M-V/def2-TZVPD) on one molecule with the formula C4H3N3.

The geometry in XYZ format:
```
10
C4H3N3 (ωB97M-V/def2-TZVPD)
N 2.04 1.66 -2.16
C 1.19 1.28 -1.50
C 0.32 0.64 -0.48
N -1.01 0.82 -0.34
C -1.43 -0.14 0.52
C -0.39 -0.96 0.92
N 0.65 -0.38 0.32
H -2.47 -0.17 0.67
H -0.31 -1.72 1.64
H 1.41 -1.04 0.41
```

Output
Spin multiplicity ... 1
Structure (SMILES) ... N#Cc1ncc[nH]1
Total energy ... -8665.6518 eV
Orbital gap ... 0.3722 Ha
ΔE to the lowest compared entry with this formula, charge and spin ... 73.24 kJ/mol
E_HOMO ... -0.352 hartree

=====

16.
ORCA calculation (ωB97M-V/def2-TZVPD) on one molecule with the formula C4H3N3.

The geometry in XYZ format:
```
10
C4H3N3 (ωB97M-V/def2-TZVPD)
H -2.89 0.03 -0.27
N -2.03 0.09 0.20
C -0.89 -0.09 -0.31
C 0.37 0.10 0.57
C 0.98 1.29 0.10
N 1.56 2.25 -0.20
C 1.34 -1.21 0.02
N 1.95 -2.11 -0.31
H -0.74 -0.48 -1.39
H 0.36 0.13 1.60
```

Output
Spin multiplicity ... 1
Structure (SMILES) ... [H]/N=C/C(C#N)C#N
Total energy ... -8663.9984 eV
Orbital gap ... 0.4094 Ha
ΔE to the lowest compared entry with this formula, charge and spin ... 232.77 kJ/mol
E_HOMO ... -0.402 hartree

=====

17.
ORCA calculation (ωB97M-V/def2-TZVPD) on a 2-piece molecular cluster, C4H3N3O overall.

The geometry in XYZ format:
```
11
C4H3N3O (ωB97M-V/def2-TZVPD)
C 0.25 -0.64 -0.73
C -0.06 0.24 -1.68
C 0.02 0.11 0.46
C -0.11 -0.02 1.96
H 0.96 -2.19 -1.93
H -0.36 0.21 -2.76
H -0.32 2.45 -1.44
N -0.08 1.48 -1.20
N 0.01 1.31 0.07
N -0.20 -0.30 3.04
O 0.12 -2.00 -0.93
```

Output
Spin multiplicity ... 1
Total energy ... -10709.7413 eV
Orbital gap ... 0.3407 Ha
ΔE to the lowest compared entry with this formula, charge and spin ... 377.21 kJ/mol
E_HOMO ... -0.351 hartree

=====

18.
ORCA calculation (ωB97M-V/def2-TZVPD) on one molecule with the formula C4H3N3O.

The geometry in XYZ format:
```
11
C4H3N3O (ωB97M-V/def2-TZVPD)
C 1.69 -0.05 -0.01
C 1.04 1.08 -0.10
C -0.30 0.66 -0.19
N -1.58 1.14 -0.07
N -2.37 0.07 -0.05
N -1.53 -1.02 -0.06
C -0.26 -0.77 -0.19
O 0.91 -1.25 -0.15
H 2.74 -0.01 0.30
H 1.47 2.05 0.10
H -1.81 -1.91 0.41
```

Output
Spin multiplicity ... 1
Structure (SMILES) ... c1cc2nn[nH]c2o1
Total energy ... -10710.7653 eV
Orbital gap ... 0.3433 Ha
ΔE to the lowest compared entry with this formula, charge and spin ... 278.41 kJ/mol
E_HOMO ... -0.319 hartree

=====

19.
ORCA calculation (ωB97M-V/def2-TZVPD) on C4H3N3O as an isolated structure.

The geometry in XYZ format:
```
11
C4H3N3O (ωB97M-V/def2-TZVPD)
C -1.77 0.73 -0.98
C 0.11 0.08 0.38
C 1.09 0.12 1.56
C 1.33 -1.47 0.20
H -2.30 -0.30 -0.66
H 0.88 0.75 2.39
H 1.62 -2.52 -0.05
N -0.80 1.00 0.06
N 1.94 -0.76 1.34
N 0.37 -0.97 -0.34
O -1.91 1.30 -2.02
```

Output
Spin multiplicity ... 1
Total energy ... -10711.3208 eV
Orbital gap ... 0.3115 Ha
ΔE to the lowest compared entry with this formula, charge and spin ... 224.81 kJ/mol
E_HOMO ... -0.375 hartree

=====

20.
ORCA calculation (ωB97M-V/def2-TZVPD) on C4H3N5O2 as an isolated structure.

The geometry in XYZ format:
```
14
C4H3N5O2 (ωB97M-V/def2-TZVPD)
C 1.30 0.19 0.42
C 0.38 0.52 -0.83
C 0.34 1.27 1.20
C -0.09 -0.85 -0.53
N -0.55 1.29 0.04
N 0.69 -1.10 0.46
N -0.69 0.61 1.92
N -1.32 0.43 0.85
N -1.08 -1.69 -1.06
O -1.23 -2.78 -0.55
O -1.60 -1.27 -2.08
H 2.39 0.40 0.37
H 0.54 0.93 -1.72
H 0.91 2.06 1.51
```

Output
Spin multiplicity ... 1
Total energy ... -15732.5467 eV
Orbital gap ... 0.3357 Ha
ΔE to the lowest compared entry with this formula, charge and spin ... 370.66 kJ/mol
E_HOMO ... -0.387 hartree